[1]
Formula: C3H7NO
Source: the OMol25 dataset
Level of theory: ωB97M-V/def2-TZVPD

Output
ΔE to the lowest compared entry with this formula, charge and spin: 433.6 kJ/mol
SMILES: C=CN=C.O
Gap between HOMO and LUMO: 8.01 eV
E_LUMO: -0.0163 hartree
Strongest force on any atom: 2.57 eV/Å
Charge: 0

Geometry (Å):
C: -0.976 -1.925 1.117
C: -1.433 -0.881 0.349
N: -1.263 0.418 0.855
C: -1.002 1.317 -0.012
H: -0.038 -1.692 1.618
H: -1.529 -2.813 1.381
H: -1.373 -0.981 -0.747
H: -1.312 1.172 -1.060
H: -0.781 2.359 0.209
O: 3.487 0.743 -1.362
H: 2.544 0.624 -1.216
H: 3.676 1.658 -1.132

Cartesian forces, eV/Å:
-0.23 1.25 0.18
0.87 -0.51 0.17
2.50 0.41 -0.40
-1.79 0.26 -0.59
-0.86 0.18 1.51
0.64 -0.91 -1.33
-1.91 -0.21 -0.03
0.71 -0.28 -0.10
0.07 -0.19 0.58
0.07 -0.01 -0.04
0.00 0.06 0.04
-0.08 -0.06 0.01


[2]
Formula: C6H87O39Y
Source: the OMol25 dataset
Level of theory: ωB97M-V/def2-TZVPD

Output
Gap between HOMO and LUMO: 9.53 eV
E_LUMO: -0.0013 hartree
Strongest force on any atom: 3.39 eV/Å
Charge: 0

Geometry (Å):
Y: -1.664 0.835 -1.657
C: 0.956 -2.640 -0.073
C: -0.221 -1.819 -0.583
O: -0.042 -0.307 -0.468
H: 1.185 -2.650 0.973
H: 1.891 -2.321 -0.580
H: 0.782 -3.658 -0.354
H: -1.124 -2.035 -0.030
H: -0.330 -2.010 -1.615
C: -3.108 4.112 -0.490
C: -1.873 3.668 0.244
O: -1.251 2.590 -0.462
H: -3.765 4.688 0.181
H: -3.613 3.184 -0.810
H: -2.831 4.686 -1.406
H: -2.183 3.330 1.211
H: -1.225 4.536 0.396
C: -3.420 2.961 -4.344
C: -4.242 2.117 -3.349
O: -3.555 1.332 -2.444
H: -2.718 3.483 -3.598
H: -4.058 3.730 -4.795
H: -2.805 2.361 -5.013
H: -4.961 1.592 -3.958
H: -4.817 2.845 -2.796
O: -4.738 -0.962 -4.709
H: -5.351 -0.873 -3.886
H: -4.850 -0.040 -4.986
O: -1.872 -0.807 -3.552
H: -1.168 -1.123 -4.134
H: -2.756 -0.876 -4.094
O: -0.665 0.990 1.749
H: -0.491 0.261 1.106
H: -0.518 1.742 1.104
O: -3.063 -0.035 0.083
H: -2.893 -0.683 0.834
H: -3.701 0.634 0.405
O: 4.824 -2.531 -2.120
H: 5.738 -2.686 -2.304
H: 4.749 -2.876 -1.201
O: 1.387 4.250 5.016
H: 1.557 4.204 5.990
H: 0.434 4.087 4.972
O: 2.348 0.636 -0.681
H: 1.424 0.289 -0.535
H: 2.269 1.625 -0.665
O: -0.722 -0.593 4.616
H: -0.836 -0.454 3.682
H: 0.289 -0.523 4.785
O: -2.942 -1.809 2.048
H: -3.577 -2.379 1.550
H: -2.325 -2.377 2.555
O: -1.278 -5.272 -2.622
H: -0.482 -4.773 -2.466
H: -1.255 -5.490 -3.550
O: 2.102 -2.906 3.836
H: 2.457 -3.625 4.418
H: 1.201 -3.159 3.581
O: 6.936 0.323 1.234
H: 6.932 -0.546 1.626
H: 6.181 0.750 1.703
O: 3.422 0.291 1.755
H: 3.099 0.607 0.871
H: 2.792 0.748 2.294
O: 4.039 -4.467 5.021
H: 4.531 -3.902 5.649
H: 4.519 -5.248 4.736
O: 0.428 1.778 -5.802
H: 0.057 2.003 -6.674
H: 1.371 1.779 -5.755
O: -4.561 -3.070 0.129
H: -3.978 -3.198 -0.635
H: -4.990 -3.900 0.339
O: -3.647 -3.497 -2.561
H: -2.855 -4.084 -2.575
H: -3.336 -2.583 -2.814
O: -5.493 -0.533 -2.036
H: -4.685 0.080 -2.079
H: -5.364 -1.122 -1.298
O: -0.779 -3.192 3.811
H: -0.589 -2.370 4.355
H: -0.701 -4.019 4.328
O: -1.622 3.995 4.827
H: -2.248 4.639 4.481
H: -1.903 3.217 4.322
O: 5.943 -2.679 5.724
H: 6.241 -2.044 6.436
H: 5.931 -2.131 4.960
O: 4.887 0.684 -2.899
H: 5.110 0.821 -2.019
H: 5.735 0.554 -3.303
O: 5.058 -1.870 2.939
H: 4.583 -1.128 2.606
H: 4.413 -2.486 3.304
O: 0.274 -1.025 -5.235
H: 1.032 -1.179 -4.632
H: 0.343 -0.060 -5.383
O: -0.208 1.598 -3.227
H: -0.154 1.888 -4.131
H: 0.407 2.219 -2.757
O: 2.548 1.414 -4.518
H: 3.392 1.869 -4.441
H: 2.545 0.776 -3.796
O: -5.288 0.912 3.132
H: -5.280 -0.034 3.175
H: -4.309 1.089 3.271
O: 1.241 -3.710 -3.280
H: 1.975 -4.267 -3.599
H: 1.578 -2.774 -3.271
O: 1.590 1.857 3.048
H: 1.604 2.531 3.736
H: 0.753 1.405 2.857
O: 1.122 3.173 -1.393
H: 1.041 4.137 -1.576
H: 0.231 3.053 -0.933
O: 2.397 -1.144 -2.986
H: 3.275 -1.383 -2.565
H: 2.079 -0.603 -2.207
O: 1.780 -0.314 5.084
H: 2.043 -1.187 4.712
H: 2.139 0.251 4.365
O: 2.880 7.254 0.246
H: 1.977 7.319 0.360
H: 3.162 6.594 -0.363
O: -6.048 1.133 0.333
H: -6.479 1.229 1.211
H: -6.653 0.683 -0.246
O: 5.448 -3.164 0.362
H: 5.549 -2.502 1.053
H: 5.160 -3.980 0.734
O: -2.504 1.761 3.653
H: -1.993 1.432 2.871
H: -2.410 1.070 4.331

Cartesian forces, eV/Å:
-0.16 -0.77 0.37
0.70 0.82 -0.94
1.02 2.56 1.55
-0.64 -2.12 -0.38
-0.32 0.45 0.79
-0.52 -0.19 0.17
-0.08 -0.78 -0.29
-0.35 -0.37 0.03
-0.37 -0.51 -1.24
-0.27 -0.03 -0.64
-0.03 -0.31 -0.87
0.43 0.85 0.42
0.15 -0.05 -0.47
-0.20 0.53 0.09
-0.38 -0.27 0.66
-0.04 -0.35 0.87
0.47 -0.19 -0.04
1.32 0.44 2.77
-0.23 0.92 -0.55
0.16 -0.15 -0.61
-0.52 -0.26 -1.45
0.28 -0.37 -0.27
-0.20 0.12 -0.31
-0.56 -0.81 0.01
-0.53 0.35 0.31
-1.34 0.97 1.69
1.44 -0.94 -1.04
0.38 -0.21 -0.56
-2.72 -0.10 -0.49
0.62 -0.03 -0.51
1.79 0.30 1.31
0.38 0.73 -0.35
0.07 -0.29 -0.17
-0.49 -0.54 0.73
-0.01 -0.03 0.41
-0.08 0.71 -0.49
-0.09 -0.54 -0.18
-1.17 -0.19 0.41
0.86 0.02 -0.36
0.12 0.44 -0.36
0.23 -0.41 1.29
-0.05 0.06 -1.28
-0.43 0.23 -0.16
0.34 1.43 -0.10
-0.30 -0.13 0.19
-0.10 -1.08 -0.40
0.75 -0.55 0.74
0.00 0.25 -0.82
-1.17 0.53 -0.04
-0.05 -0.42 0.15
0.40 0.05 0.23
-0.35 0.19 -0.33
-0.88 -0.24 0.42
0.81 0.52 -0.09
0.10 -0.08 -0.44
0.32 -0.48 0.59
-0.14 0.60 -0.67
0.01 0.05 0.00
-0.97 0.79 0.46
0.19 -0.54 0.16
0.66 -0.26 -0.63
0.70 -0.26 -0.96
0.53 -0.94 0.15
-0.56 0.75 1.15
-0.86 0.25 0.01
0.46 -0.56 -0.49
0.36 0.25 0.40
-2.66 0.22 -0.81
0.65 -0.13 0.57
1.58 0.06 -0.02
0.11 0.65 0.69
-0.23 -0.40 -0.51
0.01 -0.24 -0.29
0.84 1.02 0.11
-0.28 0.47 -0.11
-0.32 -1.51 0.22
0.60 0.92 -0.71
-0.97 -0.52 0.28
0.21 -0.38 0.42
0.36 -0.16 0.20
-0.61 -0.85 -0.14
-0.17 1.05 -0.14
-0.02 0.46 -0.15
0.19 0.40 0.28
0.11 -0.66 0.06
0.71 0.64 2.58
-0.52 -1.21 -1.01
-0.17 0.70 -1.54
-0.85 -0.07 -2.25
0.31 0.37 2.85
0.57 -0.22 -0.57
1.33 -1.10 0.61
-1.23 1.26 -0.58
-0.34 0.01 -0.13
0.64 0.24 0.65
-0.38 -0.11 -0.42
-0.21 -0.29 -0.20
0.59 0.57 1.41
-0.08 -0.06 -1.41
0.00 -0.25 0.03
0.29 0.50 -0.17
0.09 -0.17 0.17
0.19 -0.42 0.07
1.73 0.68 0.30
-0.35 -0.96 -0.05
-1.42 0.37 -0.23
0.43 0.23 -0.22
-0.44 0.59 0.25
-0.02 -0.97 0.20
1.00 -0.55 -0.29
-0.61 0.17 0.22
-0.46 0.64 0.26
-0.69 1.46 -0.09
0.60 -0.88 -0.03
0.10 -0.53 0.08
0.55 0.60 1.98
-0.45 -0.13 -1.18
-0.07 -0.34 -0.99
1.06 -0.44 -1.09
-0.06 -0.17 0.47
-0.45 0.36 0.58
3.15 1.06 0.66
-2.83 -0.28 -0.03
-0.31 -0.77 -0.62
0.14 0.48 1.13
0.56 -0.16 -0.75
-0.31 -0.27 -0.43
0.50 0.53 -1.02
-0.32 -0.17 0.55
-0.27 -0.69 0.83
-0.21 -0.73 -0.41
-0.03 0.11 0.41
0.27 0.21 -0.12


[3]
Formula: C3H4N3S
Source: the OMol25 dataset
Level of theory: ωB97M-V/def2-TZVPD

Output
ΔE to the lowest compared entry with this formula, charge and spin: 363.3 kJ/mol
Gap between HOMO and LUMO: 6.27 eV
E_LUMO: 0.1465 hartree
Strongest force on any atom: 4.49 eV/Å
Charge: -1

Geometry (Å):
C: 0.226 1.403 -0.109
C: 1.486 -0.559 -0.683
C: -1.523 -0.317 -0.213
N: 1.155 0.631 -0.222
N: -1.158 1.089 -0.135
N: 1.460 -1.602 0.074
S: -3.106 -0.576 0.136
H: 0.474 2.363 0.306
H: -1.784 1.720 0.249
H: 0.876 -1.616 0.869
H: 1.894 -2.535 -0.274

Cartesian forces, eV/Å:
-3.83 1.68 1.55
0.48 1.48 -2.48
1.08 1.93 0.09
3.00 -2.94 -0.47
2.37 -3.47 -1.58
1.87 -3.35 -0.20
-1.01 -0.08 0.16
-0.29 0.82 -0.02
-1.53 1.66 0.83
-0.64 -0.34 1.24
-1.50 2.58 0.87


[4]
Formula: C5H8OS2
Source: the OMol25 dataset
Level of theory: ωB97M-V/def2-TZVPD

Output
ΔE to the lowest compared entry with this formula, charge and spin: 503.9 kJ/mol
SMILES: C=C[C@@H](OC)SC=S
Gap between HOMO and LUMO: 8.23 eV
E_LUMO: -0.0176 hartree
Strongest force on any atom: 4.63 eV/Å
Charge: 0

Geometry (Å):
C: 1.104 1.382 -0.343
C: 0.226 0.701 -1.014
C: 0.333 -0.752 -1.046
O: 1.079 -1.255 0.075
C: 0.741 -0.891 1.391
S: -1.374 -1.411 -0.897
C: -2.127 -0.061 0.014
S: -3.785 0.001 0.166
H: 2.133 0.648 -0.066
H: 0.765 2.657 -0.185
H: -0.692 1.412 -1.419
H: 0.815 -1.138 -1.992
H: -0.056 -1.548 1.712
H: 1.773 -0.838 2.043
H: 0.492 0.263 1.365
H: -1.427 0.829 0.194

Cartesian forces, eV/Å:
2.75 2.69 1.06
-2.39 3.34 -1.87
-0.46 -1.55 0.46
1.26 -0.37 -1.46
2.01 3.14 0.59
-0.67 0.90 0.45
-1.19 0.22 -1.07
2.11 -0.03 0.26
-2.89 3.14 -0.19
2.07 -4.13 -0.29
2.27 -2.66 0.58
-0.57 0.12 1.20
0.01 0.12 0.75
-2.69 -0.87 -1.51
-0.24 -2.42 0.65
-1.38 -1.64 0.40